Entry 1:
{"formula": "C2H3NO2", "method": "the ωB97M-V functional and the def2-TZVPD basis", "relative_energy_ev": 1.158, "e_tot_ev": -7706.68460, "e_homo_ha": -0.395, "elements": ["C", "C", "N", "O", "O", "H", "H", "H"], "positions_angstrom": [[-1.92785, 0.09175, 0.01159], [-0.10066, -0.58017, 0.00697], [-0.71618, 0.71838, 0.08237], [-3.12115, 0.27261, -0.00993], [-1.40300, -1.18783, -0.02913], [0.53021, -0.96720, -0.94981], [0.54163, -0.73970, 0.82457], [-0.53716, 1.42574, -0.64970]], "nbo_charge": [0.86, 0.09, -0.66, -0.56, -0.49, 0.17, 0.18, 0.41]}

---

Entry 2:
{"formula": "C21H45B2Br15O2", "method": "the ωB97M-V functional and the def2-TZVPD basis", "relative_energy_ev": 0.353, "e_tot_ev": -1078595.39007, "e_homo_ha": -0.336, "elements": ["C", "C", "C", "C", "C", "C", "C", "B", "Br", "B", "O", "O", "H", "H", "H", "H", "H", "H", "H", "H", "H", "H", "H", "H", "H", "H", "H", "H", "H", "Br", "C", "C", "Br", "H", "H", "H", "H", "Br", "C", "C", "Br", "H", "H", "H", "H", "Br", "C", "C", "Br", "H", "H", "H", "H", "Br", "C", "C", "Br", "H", "H", "H", "H", "Br", "C", "C", "Br", "H", "H", "H", "H", "Br", "C", "C", "Br", "H", "H", "H", "H", "Br", "C", "C", "Br", "H", "H", "H", "H"], "positions_angstrom": [[0.44388, -1.69554, 0.36109], [0.75591, -1.69540, -1.15599], [2.26428, -1.75499, -1.41937], [2.98611, -0.38493, -1.52643], [2.19216, 0.84749, -1.07146], [3.17900, 1.91166, -0.55791], [2.51319, 3.29577, -0.35071], [2.65524, 4.24303, -1.59037], [4.39999, 4.54381, -2.34573], [1.31804, 5.02691, -2.30461], [0.36127, 4.24227, -2.90684], [1.31376, 6.40473, -2.28044], [0.17746, -2.68075, 0.73335], [-0.30868, -0.95478, 0.62837], [1.35154, -1.36890, 0.87497], [0.34715, -2.62967, -1.54543], [0.27565, -0.86051, -1.65984], [2.40254, -2.26046, -2.37955], [2.76120, -2.38777, -0.68433], [3.88011, -0.43244, -0.89836], [3.34420, -0.21889, -2.54228], [1.51365, 0.63653, -0.24876], [1.69112, 1.29267, -1.93416], [3.51221, 1.55227, 0.42090], [4.07233, 1.95262, -1.18107], [1.46237, 3.14398, -0.09884], [3.01471, 3.77601, 0.49733], [0.25026, 4.48575, -3.83700], [1.95478, 6.69755, -1.62398], [-3.80853, -1.84262, 1.16509], [-4.19338, -0.67331, 2.67117], [-3.10711, 0.34291, 2.87746], [-1.55748, -0.49196, 3.69549], [-4.32588, -1.31263, 3.53648], [-5.13943, -0.19414, 2.43016], [-3.43448, 1.11240, 3.57386], [-2.77554, 0.80867, 1.95483], [-3.70448, -4.97383, 4.87700], [-4.06639, -5.29320, 2.98684], [-3.13881, -6.32533, 2.40533], [-1.35887, -5.60897, 2.09513], [-3.98800, -4.33090, 2.49321], [-5.09676, -5.63986, 2.94587], [-3.49968, -6.64394, 1.43015], [-3.01836, -7.19086, 3.04863], [-1.81466, -0.31537, 7.62051], [-2.29161, -2.19757, 7.56868], [-1.09727, -3.08763, 7.78714], [0.02845, -3.18103, 6.20590], [-2.76692, -2.37312, 6.60699], [-3.01830, -2.33457, 8.36709], [-1.41726, -4.11022, 7.97582], [-0.46861, -2.74585, 8.60269], [2.31986, 1.79253, -4.67411], [3.57299, 1.30533, -6.07559], [4.58504, 0.30960, -5.57657], [5.92721, 1.15665, -4.45077], [4.02701, 2.22582, -6.42759], [2.97138, 0.86900, -6.86988], [5.13686, -0.12381, -6.40722], [4.13861, -0.48639, -4.98914], [-6.11449, 0.09253, 5.57653], [-6.86873, -1.46261, 6.46616], [-6.71268, -2.70791, 5.63461], [-7.96974, -2.75994, 4.15284], [-7.90423, -1.22411, 6.68470], [-6.31449, -1.56300, 7.39692], [-6.92870, -3.59170, 6.23049], [-5.72146, -2.79941, 5.20316], [-2.53378, 9.58903, -0.27327], [-3.46397, 8.07615, -1.07119], [-2.76562, 6.77334, -0.78181], [-1.15171, 6.53621, -1.85649], [-3.53593, 8.28018, -2.13438], [-4.45848, 8.08899, -0.63101], [-3.42013, 5.94059, -1.03401], [-2.45488, 6.68839, 0.25424], [6.09236, -1.71852, -10.15151], [7.32318, -1.45175, -8.67091], [7.62996, -2.73854, -7.95332], [6.15958, -3.30695, -6.81479], [6.87227, -0.71128, -8.01869], [8.22714, -1.04150, -9.11469], [8.47701, -2.60155, -7.28503], [7.83249, -3.56046, -8.63174]], "lowdin_charge": [-0.11, -0.25, -0.21, -0.19, -0.22, -0.24, -0.19, -0.66, 0.77, -0.78, 0.05, -0.05, 0.06, 0.04, 0.07, 0.10, 0.10, 0.10, 0.10, 0.11, 0.06, 0.10, 0.07, 0.11, 0.08, 0.10, 0.11, 0.11, 0.10, 0.65, -0.73, -0.68, 0.62, 0.01, 0.05, 0.05, 0.05, 0.63, -0.68, -0.69, 0.61, -0.02, 0.06, 0.06, 0.05, 0.60, -0.71, -0.69, 0.60, 0.01, 0.06, 0.06, 0.05, 0.73, -0.67, -0.70, 0.61, 0.05, 0.06, 0.02, 0.05, 0.65, -0.68, -0.72, 0.61, 0.05, 0.06, 0.06, -0.01, 0.60, -0.70, -0.66, 0.91, 0.05, 0.05, 0.06, 0.05, 0.61, -0.70, -0.69, 0.61, 0.03, 0.06, 0.06, 0.05]}